Entry 1:
Entry from OMol25: a structure of composition C18H7Cl5CrN3O8S (wB97M-V/def2-TZVPD).

E: -5199.93731 hartree
HOMO level (spin up / spin down): -0.0076 / -0.1210 Eh
Charge: -2
<S²>: 8.79
Multiplicity: 6

Last column: natural (NBO) charge in e.
Positions of all 43 atoms, in Å:
Cr  0.396  1.339  0.375  1.23
O  1.483  3.042  0.193  -0.62
N  0.896  4.216  0.001  0.01
C  1.716  5.293  -0.061  0.03
C  1.232  6.556  -0.253  -0.30
C  -0.157  6.711  -0.385  -0.20
C  -0.972  5.614  -0.320  -0.24
C  -0.462  4.306  -0.124  0.02
S  -1.414  2.912  -0.042  -0.19
H  2.759  5.042  0.056  0.23
H  1.918  7.388  -0.297  0.22
H  -0.583  7.694  -0.537  0.21
H  -2.045  5.698  -0.417  0.23
Cl  6.829  -3.039  0.113  0.00
C  5.400  -2.079  0.310  -0.15
C  5.411  -0.719  0.028  -0.06
Cl  6.880  0.018  -0.530  0.00
C  4.270  0.055  0.190  -0.18
Cl  4.299  1.745  -0.162  0.02
C  3.043  -0.490  0.650  0.46
O  1.989  0.186  0.843  -0.80
C  3.068  -1.891  0.919  -0.17
Cl  1.595  -2.595  1.458  0.05
C  4.209  -2.655  0.757  -0.05
Cl  4.174  -4.349  1.112  0.02
O  -0.528  -0.346  -1.071  -0.74
C  -1.153  -0.672  -0.041  0.75
O  -0.962  -0.087  1.073  -0.75
C  -2.169  -1.777  -0.107  -0.07
C  -3.366  -1.666  0.576  -0.20
C  -4.342  -2.679  0.479  0.04
C  -4.063  -3.824  -0.294  -0.22
C  -2.849  -3.887  -0.940  0.00
C  -1.881  -2.896  -0.892  -0.26
N  -2.565  -5.095  -1.756  0.54
O  -1.544  -5.107  -2.425  -0.41
O  -3.423  -5.964  -1.823  -0.41
N  -5.556  -2.569  1.128  0.37
O  -5.800  -1.527  1.813  -0.59
O  -6.408  -3.509  1.007  -0.60
H  -3.574  -0.807  1.194  0.25
H  -4.795  -4.611  -0.361  0.26
H  -0.957  -2.975  -1.439  0.25

Forces on atoms 1 to 2 (eV/Å):
-0.1796 -0.3922 0.2823
-0.0014 0.2725 -0.0833

***

Entry 2:
Entry from OMol25: a structure of composition C18H8Cl4N2O7PdS (wB97M-V/def2-TZVPD).

E: -3693.55002 hartree
HOMO level (spin up / spin down): -0.2903 / -0.3061 Eh
Charge: 0
<S²>: 6.07
Multiplicity: 5

Last column: natural (NBO) charge in e.
Positions of all 41 atoms, in Å:
Pd  -0.787  -0.139  -0.881  1.25
Cl  -1.983  1.630  5.848  0.07
C  -1.480  1.662  4.215  -0.08
C  -0.962  2.858  3.677  -0.07
Cl  -0.854  4.245  4.665  0.08
C  -0.561  2.913  2.355  -0.15
Cl  0.075  4.371  1.707  0.04
C  -0.686  1.802  1.479  0.33
O  -0.410  1.857  0.250  -0.64
C  -1.227  0.541  2.047  0.41
O  -1.385  -0.463  1.306  -0.63
C  -1.590  0.538  3.422  -0.16
Cl  -2.209  -0.931  4.055  0.06
O  -1.016  -2.334  -1.475  -0.63
C  -0.265  -3.265  -1.187  0.43
C  0.971  -3.265  -0.473  -0.27
C  1.623  -4.497  -0.323  -0.09
C  2.782  -4.609  0.406  -0.08
C  3.301  -3.489  1.089  -0.12
C  2.698  -2.280  0.962  -0.30
C  1.552  -2.077  0.120  0.46
O  1.153  -0.897  -0.061  -0.69
N  3.470  -5.860  0.479  0.53
O  3.081  -6.761  -0.240  -0.40
O  4.410  -5.948  1.246  -0.39
H  -0.576  -4.276  -1.511  0.14
H  1.220  -5.373  -0.805  0.24
H  4.182  -3.628  1.701  0.25
H  3.084  -1.400  1.453  0.23
O  -2.479  1.242  -1.639  -0.48
N  -1.965  2.251  -2.265  0.08
C  -2.618  3.429  -2.238  0.01
C  -2.164  4.523  -2.932  -0.18
C  -0.998  4.421  -3.690  -0.18
C  -0.334  3.217  -3.718  -0.18
C  -0.807  2.125  -2.987  -0.05
S  0.040  0.625  -2.996  0.22
H  -3.521  3.440  -1.644  0.25
H  -2.716  5.448  -2.896  0.24
H  -0.620  5.275  -4.228  0.24
H  0.570  3.080  -4.291  0.25

Forces on atoms 1 to 2 (eV/Å):
0.8119 -0.3912 1.2357
-0.0469 -0.0784 0.1740

***

Entry 3:
Entry from OMol25: a structure of composition C18H8Cl6NO3PtS (wB97M-V/def2-TZVPD).

E: -4249.80347 hartree
HOMO level (spin up / spin down): -0.3037 / -0.3049 Eh
Charge: 0
<S²>: 0.75
Multiplicity: 2

Last column: natural (NBO) charge in e.
Positions of all 38 atoms, in Å:
Pt  -0.418  0.029  -0.066  1.13
Cl  -3.637  6.546  1.270  0.00
C  -2.827  5.009  1.240  -0.10
C  -2.532  4.362  2.449  -0.16
C  -1.895  3.151  2.452  -0.26
C  -1.514  2.509  1.249  0.42
O  -0.905  1.362  1.380  -0.73
C  -1.816  3.175  0.037  -0.30
C  -1.488  2.683  -1.280  0.45
O  -0.930  1.631  -1.584  -0.61
C  -2.474  4.425  0.058  -0.14
H  -2.816  4.834  3.380  0.23
H  -1.663  2.645  3.379  0.24
H  -1.784  3.349  -2.104  0.14
H  -2.696  4.918  -0.880  0.22
Cl  1.959  -0.137  1.981  0.04
C  0.674  -1.241  2.316  0.00
C  -0.409  -1.279  1.435  -0.19
C  -1.458  -2.132  1.754  -0.10
Cl  -2.903  -2.129  0.805  0.04
C  -1.407  -2.961  2.879  -0.07
Cl  -2.720  -4.015  3.241  0.06
C  -0.301  -2.929  3.717  -0.08
Cl  -0.228  -3.949  5.101  0.06
C  0.745  -2.051  3.442  -0.12
Cl  2.107  -1.975  4.488  0.06
O  1.347  0.085  -1.417  -0.57
N  1.003  -0.132  -2.687  0.01
C  1.768  0.429  -3.641  0.04
C  1.499  0.204  -4.966  -0.26
C  0.417  -0.609  -5.303  -0.16
C  -0.359  -1.158  -4.310  -0.23
C  -0.064  -0.913  -2.967  0.03
S  -0.960  -1.561  -1.642  -0.04
H  2.572  1.040  -3.262  0.24
H  2.125  0.663  -5.716  0.23
H  0.179  -0.797  -6.341  0.23
H  -1.217  -1.775  -4.535  0.24

Forces on atoms 1 to 2 (eV/Å):
-1.4079 0.7055 -0.5520
0.0038 -0.0074 -0.0210